Entry 1:
100
Properties=species:S:1:pos:R:3:forces:R:3 method="wB97M-V/def2-TZVPD" multiplicity=5 homo_lumo_gap_ha="0.288 / 0.238" charge=+3 s2=6.0389
Ru 0.538858 1.174422 0.247393 0.0835 0.0810 -0.0258
O 2.749823 -0.258768 3.364548 0.0094 0.0157 -0.0007
C 1.950182 0.316813 2.681059 -0.0383 -0.0527 -0.0071
O 1.831301 0.113309 1.368342 0.0048 0.0213 0.0062
C 1.054599 1.405443 3.198731 0.0124 0.0175 -0.0018
C 1.049267 1.743063 4.535000 0.0007 -0.0012 -0.0024
C 0.276005 2.821689 4.942829 -0.0002 -0.0022 0.0015
C -0.435759 3.531943 3.989638 0.0000 0.0039 -0.0011
C -0.379867 3.129727 2.666032 -0.0059 -0.0090 0.0005
N 0.336747 2.071344 2.278490 0.0015 0.0067 0.0695
H 1.654866 1.167288 5.221168 -0.0002 0.0025 0.0019
H 0.243239 3.112571 5.984200 0.0002 0.0000 0.0000
H -1.030323 4.393407 4.258900 -0.0007 -0.0001 0.0006
H -0.917919 3.664481 1.896411 -0.0068 -0.0032 -0.0056
C -4.175829 -3.403655 0.998051 0.0081 -0.0073 0.0032
C -3.362051 -2.182292 1.344120 -0.0113 -0.0084 -0.0038
C -3.799536 -1.506067 2.622666 0.0098 -0.0020 -0.0041
O -1.961510 -2.661837 1.485875 -0.0019 0.0339 -0.0010
P -0.706049 -1.748044 1.509389 0.0056 -0.0195 0.0090
O -0.973965 -0.312155 1.156446 0.0224 0.0216 -0.0075
C 0.408025 -2.457317 0.264421 -0.0002 -0.0011 0.0058
P 0.194297 -1.674523 -1.328824 0.0072 0.0082 -0.0128
O 0.603085 -0.203170 -1.274510 0.0005 -0.0891 -0.0593
O -1.314069 -1.905142 -1.629726 -0.0056 -0.0064 -0.0006
C -1.986250 -1.852036 -2.949079 -0.0048 -0.0061 -0.0051
C -3.454036 -2.050439 -2.667796 -0.0054 -0.0006 -0.0031
C -1.675425 -0.546424 -3.644790 -0.0024 -0.0057 0.0084
O 1.096087 -2.320215 -2.411303 -0.0111 0.0090 0.0175
C 1.052432 -3.764852 -2.792685 -0.0009 -0.0175 -0.0099
C 2.218010 -4.456678 -2.127773 -0.0018 0.0076 0.0025
C 1.108590 -3.811109 -4.299518 0.0030 0.0059 0.0020
O -0.005476 -1.820261 2.891146 0.0087 -0.0008 -0.0257
C 0.217295 -2.968640 3.813990 -0.0046 -0.0009 0.0161
C 0.652930 -4.202231 3.057996 0.0041 0.0014 0.0004
C -1.022190 -3.176014 4.649969 -0.0011 0.0034 -0.0075
H -5.210189 -3.112265 0.815752 -0.0023 0.0009 -0.0003
H -4.163674 -4.118113 1.821276 -0.0009 0.0008 -0.0002
H -3.790495 -3.893844 0.105098 -0.0005 0.0020 0.0033
H -3.346164 -1.473524 0.513938 0.0091 -0.0006 0.0019
H -3.798027 -2.211232 3.453522 0.0015 -0.0024 0.0007
H -4.817732 -1.135374 2.500136 0.0003 0.0014 0.0017
H -3.155563 -0.661256 2.871401 0.0007 0.0042 -0.0022
H 0.225605 -3.529149 0.169004 0.0034 0.0015 0.0040
H 1.439970 -2.291760 0.580229 0.0010 -0.0054 -0.0015
H -1.590722 -2.694747 -3.517059 0.0063 0.0013 -0.0008
H -3.845759 -1.219198 -2.079019 0.0011 0.0039 -0.0006
H -3.626977 -2.981929 -2.131555 0.0018 0.0033 -0.0047
H -4.001296 -2.094781 -3.609102 -0.0029 0.0011 0.0002
H -2.022819 0.290491 -3.034763 0.0043 -0.0045 -0.0049
H -2.198492 -0.522327 -4.601060 -0.0020 0.0029 0.0003
H -0.606249 -0.442884 -3.841275 0.0013 -0.0038 -0.0022
H 0.099852 -4.161690 -2.428883 -0.0007 0.0055 0.0025
H 3.157565 -4.017919 -2.462991 0.0001 -0.0020 -0.0013
H 2.215502 -5.510864 -2.404240 0.0000 0.0000 -0.0001
H 2.167320 -4.396633 -1.040439 0.0013 -0.0019 -0.0001
H 2.047887 -3.388416 -4.655333 0.0002 0.0001 0.0011
H 0.282552 -3.264274 -4.752998 -0.0023 -0.0003 -0.0001
H 1.052398 -4.847857 -4.630508 0.0001 0.0006 -0.0007
H 1.037156 -2.595428 4.425080 -0.0038 0.0003 0.0015
H -0.146702 -4.577536 2.415057 -0.0038 -0.0004 0.0031
H 0.883207 -4.986872 3.778369 0.0008 -0.0020 -0.0031
H 1.554937 -4.021538 2.472536 -0.0014 0.0040 0.0017
H -1.833806 -3.587108 4.049805 -0.0022 -0.0003 0.0017
H -1.346884 -2.242513 5.108119 0.0028 -0.0015 0.0021
H -0.798043 -3.885178 5.446848 0.0009 0.0005 0.0016
S 2.334850 2.796626 -0.327209 -0.1042 -0.0495 0.0217
C 3.843625 2.573618 0.534431 -0.0118 0.0020 0.0315
N 4.250202 1.354832 0.942494 0.0110 -0.0093 -0.0181
C 5.411951 1.130257 1.585048 0.0002 -0.0067 -0.0041
C 6.270088 2.170174 1.831441 -0.0028 0.0086 -0.0005
C 5.895141 3.446917 1.418926 0.0048 -0.0035 0.0039
C 4.684406 3.651677 0.778751 -0.0025 -0.0034 -0.0018
H 3.601904 0.576469 0.816882 0.0074 0.0105 0.0133
H 5.598532 0.108948 1.883819 -0.0017 0.0009 -0.0003
H 7.205273 1.989525 2.339889 0.0008 0.0000 0.0000
H 6.549790 4.288410 1.604495 0.0009 0.0006 0.0003
H 4.379405 4.638609 0.463923 -0.0006 0.0005 -0.0006
C 0.521960 5.115508 -2.493831 -0.0009 -0.0020 -0.0006
N 0.260830 4.026964 -3.484365 -0.0001 0.0010 0.0014
C 1.355841 3.951979 -4.500479 -0.0009 0.0024 0.0002
C 0.038673 2.675700 -2.845804 -0.0169 -0.0097 0.0066
C -1.117641 2.672606 -1.875058 0.0059 0.0009 -0.0088
C -2.344480 3.129214 -2.348406 0.0074 0.0080 0.0033
C -3.480330 3.134239 -1.552770 -0.0047 -0.0015 -0.0015
C -3.408574 2.635080 -0.261734 0.0049 -0.0110 -0.0005
C -2.206742 2.140903 0.216915 0.0035 0.0095 0.0061
C -1.039686 2.166382 -0.561223 0.0033 0.0123 -0.0042
H 0.607862 6.056160 -3.031503 -0.0001 0.0011 0.0011
H 1.450476 4.888428 -1.977461 0.0034 -0.0011 0.0010
H -0.303359 5.159847 -1.789152 0.0003 0.0011 0.0009
H -0.597385 4.274477 -3.978585 0.0007 -0.0005 -0.0017
H 2.278808 3.697983 -3.984465 0.0007 -0.0013 -0.0012
H 1.452717 4.919102 -4.986307 0.0015 0.0015 0.0008
H 1.110474 3.188001 -5.233574 0.0007 0.0002 -0.0006
H 0.985060 2.390207 -2.394410 -0.0038 0.0037 -0.0199
H -0.155450 1.986685 -3.669337 -0.0020 -0.0004 0.0019
H -2.441103 3.469153 -3.375714 -0.0025 0.0008 -0.0004
H -4.416681 3.504114 -1.948269 -0.0005 0.0015 -0.0016
H -4.290602 2.609443 0.364163 0.0013 0.0022 0.0028
H -2.185572 1.693852 1.200731 0.0040 0.0151 0.0050

---

Entry 2:
100
Properties=species:S:1:pos:R:3:forces:R:3 method="wB97M-V/def2-TZVPD" multiplicity=2 homo_lumo_gap_ha="0.219 / 0.263" charge=+1 s2=0.7530
Ir 0.310878 0.057127 0.130828 0.0673 0.2205 0.4605
N -0.268597 -0.971700 1.894032 0.1589 -0.0883 -0.1229
C -1.355100 -0.521655 2.814151 0.0047 0.0804 0.0752
C -1.246796 0.964845 3.132224 0.0175 -0.1381 -0.1955
C -1.373365 1.667943 1.780729 -0.0815 -0.1834 0.2130
O -2.482965 1.895524 1.325725 0.0573 0.1423 0.0661
O -0.238481 1.832139 1.177264 -0.0807 0.1293 -0.5366
H -0.451866 -1.938649 1.643836 0.0226 -0.0295 0.0638
H 0.591310 -0.999217 2.436612 -0.0453 -0.0714 0.0870
H -1.294234 -1.127796 3.720829 -0.0561 -0.0001 0.0108
H -2.309094 -0.724229 2.333031 0.0007 0.0011 -0.0354
H -0.282968 1.176701 3.596898 -0.0022 0.0826 0.0036
H -2.054643 1.255162 3.801152 -0.0213 -0.0388 -0.0110
C 3.006567 -3.067836 -1.948567 0.0427 0.0225 0.1144
C 2.392036 -1.681819 -1.722048 0.0034 0.0764 -0.0734
C 1.474271 -1.402712 -2.906841 -0.0245 -0.0282 0.0158
C 3.520555 -0.646211 -1.687925 -0.0111 0.0362 -0.0445
N 1.567841 -1.587231 -0.464957 -0.2421 -0.0109 0.0851
H 3.408301 -3.104004 -2.961444 0.0074 0.0242 0.0117
H 2.263944 -3.860488 -1.853308 -0.0203 -0.0129 -0.0419
H 3.831514 -3.285058 -1.265348 -0.0352 -0.0001 0.0362
H 2.056258 -1.380306 -3.830125 0.0074 0.0079 -0.0056
H 0.976509 -0.446305 -2.786438 0.0057 -0.0424 0.0017
H 0.722973 -2.187970 -2.993292 0.0177 -0.0113 -0.0024
H 4.167646 -0.767021 -2.559255 -0.0088 0.0250 -0.0084
H 4.141477 -0.761586 -0.797285 0.0333 -0.0650 -0.0085
H 3.116048 0.365326 -1.697498 0.0020 -0.0174 0.0420
C -2.770753 1.503813 -1.746593 0.0561 0.0168 0.0285
As -1.917525 -0.097741 -1.055598 -0.0569 -0.1769 -0.1703
C -1.900540 -1.137623 -2.704523 -0.0159 -0.0074 0.0102
C -3.404560 -0.973226 -0.096362 0.0183 0.0814 0.0031
C -4.587149 -1.296713 -0.953287 -0.0380 -0.0075 0.0009
C -4.702825 -2.535860 -1.578923 0.0044 -0.0034 0.0097
C -5.791962 -2.825259 -2.386647 -0.0001 0.0055 -0.0173
C -6.786153 -1.876652 -2.580341 -0.0013 -0.0078 0.0057
C -6.682893 -0.640036 -1.959529 -0.0116 0.0051 -0.0168
C -5.592278 -0.352807 -1.152591 0.0157 0.0161 -0.0113
H -3.559214 1.226108 -2.445485 0.0069 -0.0066 0.0066
H -2.015603 2.096428 -2.259808 -0.0145 -0.0060 0.0180
H -3.165029 2.077658 -0.914342 0.0102 0.0226 0.0335
H -2.892309 -1.136329 -3.154372 -0.0145 0.0030 0.0279
H -1.596038 -2.163957 -2.504162 0.0156 0.0077 -0.0027
H -1.189814 -0.691102 -3.397147 -0.0133 -0.0060 0.0044
H -3.671878 -0.267139 0.690445 0.0098 -0.0112 0.0244
H -2.993664 -1.876482 0.361140 -0.0070 0.0024 -0.0096
H -3.932553 -3.284455 -1.427718 -0.0011 0.0006 0.0040
H -5.865211 -3.793255 -2.865267 -0.0083 -0.0058 0.0130
H -7.641189 -2.103742 -3.202967 0.0056 0.0046 -0.0103
H -7.457910 0.102527 -2.098613 -0.0014 -0.0017 0.0031
H -5.520385 0.612445 -0.664508 -0.0070 -0.0072 0.0147
C 1.368289 -4.219733 3.910071 -0.0379 -0.0402 0.0282
C 2.713461 -4.922929 3.789931 0.0058 -0.0013 -0.0734
C 3.463384 -4.591753 2.503181 0.0744 -0.0023 -0.0205
N 3.769410 -3.161297 2.399371 -0.3193 0.1440 0.3661
C 3.113861 -2.288368 1.664787 0.0682 0.0250 0.1153
S 1.784315 -2.783562 0.617813 0.1127 -0.1286 -0.3162
N 3.372986 -0.966245 1.698416 0.1228 -0.0788 -0.1449
C 4.439318 -0.188414 2.212081 -0.0121 -0.0236 0.0468
O 4.284324 1.002099 2.249294 0.0521 -0.0258 0.1690
C 5.686487 -0.871304 2.647672 0.0281 0.0237 -0.0334
C 6.371924 -1.724712 1.785558 -0.0183 -0.0098 0.0137
C 7.570366 -2.287396 2.191279 0.0023 -0.0017 -0.0070
C 8.072519 -2.011460 3.457420 0.0186 -0.0139 0.0007
C 7.391477 -1.156948 4.312392 -0.0146 0.0189 0.0107
C 6.203173 -0.569610 3.903703 0.0086 -0.0305 -0.0138
H 0.879054 -4.484612 4.846435 -0.0020 0.0009 -0.0025
H 0.701880 -4.502137 3.093167 0.0018 -0.0003 -0.0138
H 1.477679 -3.132765 3.898565 0.0182 0.0210 0.0035
H 2.572703 -6.005413 3.811284 0.0092 0.0049 0.0139
H 3.346386 -4.680720 4.648395 0.0019 0.0184 -0.0059
H 2.892139 -4.879015 1.621968 -0.0028 -0.0140 -0.0028
H 4.418548 -5.117491 2.470516 -0.0402 -0.0363 -0.0118
H 4.368413 -2.792516 3.127758 0.1849 -0.0090 -0.1246
H 2.693132 -0.409596 1.169476 -0.0742 -0.0284 -0.1374
H 5.979127 -1.932620 0.796794 -0.0104 -0.0053 0.0008
H 8.116817 -2.935488 1.519415 0.0015 0.0033 0.0011
H 9.006192 -2.457195 3.773669 -0.0015 -0.0003 -0.0006
H 7.792514 -0.934975 5.291925 0.0016 -0.0012 -0.0012
H 5.676290 0.123437 4.546612 -0.0008 0.0062 -0.0015
C 2.452424 2.602579 0.542833 0.0806 0.0191 -0.0771
N 1.913349 3.202489 -0.664228 -0.0525 0.0838 0.0879
C 2.064972 4.653039 -0.739999 0.0456 -0.0168 -0.0367
C 2.209125 5.090092 -2.180718 -0.0284 -0.0367 0.0163
C 1.016948 4.567546 -2.949616 0.0074 0.0122 0.0357
N 0.857807 3.134363 -2.732412 -0.0163 0.0140 0.0035
C 0.186330 2.421650 -3.804625 -0.0361 0.0071 0.0182
C 1.226375 2.506641 -1.585383 -0.1286 0.0703 -0.0501
O 0.955950 1.275858 -1.482048 0.1702 -0.0664 0.0427
H 1.990352 3.040152 1.427242 -0.0082 -0.0311 -0.0121
H 3.532185 2.756760 0.574224 -0.0440 0.0097 -0.0198
H 2.245440 1.537811 0.551758 0.0437 0.0706 -0.0058
H 2.952971 4.914603 -0.165483 -0.0018 -0.0061 0.0045
H 1.207527 5.137178 -0.261044 0.0027 0.0094 -0.0103
H 3.129535 4.674988 -2.596775 0.0083 0.0230 -0.0067
H 2.262359 6.175683 -2.250248 -0.0186 0.0016 0.0052
H 1.136444 4.729936 -4.021022 0.0246 -0.0090 -0.0002
H 0.104029 5.088244 -2.639710 0.0013 0.0083 -0.0241
H -0.818872 2.819169 -3.963764 0.0122 0.0138 -0.0103
H 0.118347 1.366792 -3.568967 -0.0133 0.0025 0.0103
H 0.752681 2.545095 -4.729735 0.0012 -0.0231 0.0004